[1]
{
  "formula": "C58H76N6O20S4",
  "method": "ωB97M-V with the def2-TZVPD basis set",
  "elements": ["C", "C", "C", "C", "C", "C", "N", "O", "O", "H", "H", "H", "H", "H", "C", "C", "C", "C", "C", "C", "N", "O", "O", "H", "H", "H", "H", "H", "C", "C", "C", "C", "C", "C", "N", "O", "O", "H", "H", "H", "H", "H", "C", "C", "C", "C", "C", "C", "N", "O", "O", "H", "H", "H", "H", "H", "C", "C", "C", "C", "C", "C", "N", "O", "O", "H", "H", "H", "H", "H", "C", "C", "C", "C", "C", "C", "N", "O", "O", "H", "H", "H", "H", "H", "C", "C", "C", "C", "C", "C", "H", "H", "H", "H", "H", "H", "H", "H", "H", "H", "H", "H", "H", "H", "C", "C", "C", "S", "O", "O", "C", "H", "H", "H", "H", "H", "H", "H", "H", "C", "C", "C", "S", "O", "O", "C", "H", "H", "H", "H", "H", "H", "H", "H", "C", "C", "C", "S", "O", "O", "C", "H", "H", "H", "H", "H", "H", "H", "H", "C", "C", "C", "S", "O", "O", "C", "H", "H", "H", "H", "H", "H", "H", "H"],
  "xyz": [[0.8225, 7.4211, -2.1648], [0.4856, 6.2611, -1.5162], [-0.4884, 6.2553, -0.5422], [-1.0196, 7.4956, -0.1879], [-0.8226, 8.6710, -0.9705], [0.1332, 8.6189, -1.9189], [-2.0720, 7.6023, 0.8589], [-2.5194, 6.6989, 1.5041], [-2.4093, 8.7493, 1.1410], [1.5928, 7.5607, -2.9087], [0.9682, 5.3048, -1.6535], [-1.0049, 5.3843, -0.1666], [-1.4938, 9.5034, -0.8188], [0.1452, 9.5434, -2.4771], [-3.4867, -5.5556, 0.1069], [-2.3866, -5.2318, -0.6598], [-2.3217, -4.0269, -1.2711], [-3.4611, -3.1145, -1.1249], [-4.5444, -3.4261, -0.3467], [-4.5948, -4.7118, 0.2429], [-3.3534, -1.9273, -1.8844], [-2.2938, -1.4185, -2.1778], [-4.3764, -1.3960, -2.1931], [-3.5597, -6.5819, 0.4353], [-1.6105, -5.9581, -0.8510], [-1.4607, -3.6468, -1.8008], [-5.3296, -2.7274, -0.0985], [-5.4322, -5.0650, 0.8264], [5.1059, 1.0654, -3.3846], [5.1487, 0.7355, -4.8201], [4.0467, 0.9726, -5.5927], [2.8870, 1.4144, -5.0189], [2.8866, 1.7250, -3.6951], [3.9719, 1.5600, -2.8503], [1.6596, 1.7743, -5.8937], [1.7153, 1.7849, -7.1673], [0.6047, 1.9336, -5.3008], [6.0234, 0.9318, -2.8307], [6.1146, 0.5555, -5.2684], [4.1716, 1.0169, -6.6645], [1.9543, 2.0247, -3.2396], [3.9259, 1.8092, -1.8005], [3.4861, 1.9013, 5.1818], [2.2981, 1.2789, 4.9213], [2.1889, -0.1475, 5.0609], [3.2647, -0.9616, 5.4323], [4.5150, -0.2803, 5.5528], [4.5633, 1.1179, 5.5420], [3.0637, -2.3474, 5.7617], [3.6800, -2.7824, 6.7264], [2.2741, -3.0440, 5.0839], [3.5898, 2.9721, 5.2778], [1.4365, 1.8318, 4.5772], [1.2443, -0.6607, 4.9574], [5.3937, -0.7808, 5.9319], [5.4617, 1.6315, 5.8509], [1.5282, -3.6389, -3.6903], [1.3930, -4.7418, -4.5536], [0.2839, -4.7887, -5.3537], [-0.6895, -3.7805, -5.3278], [-0.6281, -2.6971, -4.4066], [0.4722, -2.7078, -3.5740], [-1.6251, -3.6220, -6.4259], [-1.4336, -4.2856, -7.4700], [-2.6921, -3.0050, -6.2224], [2.2991, -3.4468, -2.9587], [2.1796, -5.4787, -4.6221], [0.4217, -5.4903, -6.1631], [-1.3281, -1.8943, -4.2280], [0.6654, -1.8743, -2.9149], [1.4302, -5.0943, 0.4494], [1.4215, -6.4615, 0.0327], [2.5287, -6.8857, -0.6505], [3.6538, -5.9892, -0.8586], [3.6477, -4.6837, -0.4055], [2.4911, -4.2891, 0.2853], [4.9767, -6.5167, -1.4037], [4.8372, -7.5462, -2.1269], [6.0018, -6.0100, -1.1102], [0.6106, -4.6120, 0.9613], [0.4946, -7.0015, 0.1575], [2.6280, -7.9187, -0.9495], [4.4773, -4.0042, -0.5339], [2.1633, -3.2872, 0.5201], [-6.6537, -0.0818, 1.7685], [-5.1202, 0.0054, 1.7033], [-4.3430, -0.8753, 2.6835], [-2.8273, -1.0764, 2.2304], [-2.0601, -1.8854, 3.2126], [-2.0876, -3.3916, 2.8984], [-6.9316, -1.0797, 1.4295], [-7.1565, 0.5693, 1.0533], [-6.9135, 0.1510, 2.8011], [-4.8311, -0.2745, 0.6903], [-4.7672, 1.0304, 1.8174], [-4.8002, -1.8646, 2.6659], [-4.4182, -0.3926, 3.6579], [-2.7971, -1.5067, 1.2294], [-2.3518, -0.0961, 2.1984], [-1.0246, -1.5764, 3.3556], [-2.4228, -1.6885, 4.2214], [-1.6402, -3.8693, 3.7701], [-3.1148, -3.7559, 2.8817], [-1.4169, -3.6499, 2.0789], [-3.1783, 4.8709, 4.6403], [-4.0478, 3.6246, 4.9327], [-3.2648, 2.2944, 5.1123], [-1.6458, 2.7879, 4.3385], [-1.3206, 1.8749, 3.2911], [-0.6934, 2.9773, 5.4062], [-2.1021, 4.3875, 3.6158], [-2.7891, 5.1127, 5.6293], [-3.6817, 5.7894, 4.3386], [-4.7690, 3.3847, 4.1513], [-4.5951, 3.7883, 5.8610], [-3.4949, 1.3593, 4.6017], [-3.1182, 2.0158, 6.1558], [-2.5202, 4.3942, 2.6092], [-1.2728, 5.0938, 3.6546], [0.7733, -0.4979, -0.4216], [0.8485, -0.3370, 1.1386], [1.4443, 1.0700, 1.2194], [0.6365, 2.2049, -0.1132], [1.7551, 2.7876, -0.9449], [-0.5177, 2.9359, 0.2788], [-0.0300, 0.7235, -0.9577], [0.1574, -1.3766, -0.6134], [1.6503, -0.6283, -1.0556], [1.4282, -1.1865, 1.4997], [-0.1512, -0.3450, 1.5730], [2.5004, 0.9819, 0.9644], [1.4042, 1.7560, 2.0654], [-0.2081, 0.9108, -2.0166], [-1.0311, 0.5734, -0.5534], [7.2883, -2.8852, 0.8852], [7.9488, -1.8426, -0.0317], [6.8469, -0.9752, -0.6733], [5.3253, -1.0025, 0.3284], [4.3061, -1.7046, -0.4650], [5.1827, 0.3891, 0.8517], [6.1322, -2.1684, 1.5618], [8.0070, -3.1434, 1.6629], [6.8765, -3.7313, 0.3351], [8.4734, -2.1110, -0.9487], [8.7186, -1.2783, 0.4947], [6.6093, -1.1804, -1.7171], [7.1963, 0.0539, -0.5902], [5.3895, -2.6438, 2.2025], [6.6222, -1.4643, 2.2343], [-6.1593, 2.8863, -2.7786], [-5.7653, 4.3493, -2.7119], [-4.3174, 4.4323, -2.1325], [-3.4415, 2.7542, -2.6159], [-3.2990, 2.0961, -1.2981], [-2.3774, 2.8829, -3.5723], [-5.0722, 2.1173, -3.4705], [-7.1344, 2.8104, -3.2597], [-6.3855, 2.4580, -1.8022], [-6.4318, 4.9860, -2.1302], [-5.8042, 4.8111, -3.6985], [-4.0291, 4.6531, -1.1048], [-3.8797, 5.3436, -2.5401], [-5.1295, 1.0291, -3.4460], [-5.1752, 2.4953, -4.4876]],
  "atomic_forces_ev_per_a": [[0.3, 1.6, -0.5], [0.6, -0.9, 0.2], [-1.6, 1.7, 0.7], [-0.9, 0.0, -1.1], [-1.0, -1.6, 2.2], [-0.4, 0.1, -0.5], [0.1, 2.5, 0.7], [0.2, -2.4, -0.3], [0.2, 0.2, -0.7], [0.2, -0.9, -0.1], [0.2, 0.0, -0.6], [0.7, -0.4, 0.4], [0.3, 0.1, 0.1], [1.0, -0.2, -0.6], [-1.6, -0.5, -0.4], [0.4, -0.4, -0.1], [-1.9, 2.7, 0.2], [3.1, -3.0, 0.2], [-0.5, -0.9, 0.7], [1.5, 0.3, -0.2], [0.0, 2.0, -0.1], [1.5, -0.7, 0.2], [-2.4, 0.5, -0.4], [0.0, 0.0, 0.5], [0.2, 0.0, 0.3], [0.0, -0.2, -0.3], [-0.1, 0.2, -0.5], [-0.1, 0.3, 0.0], [1.4, -1.3, -3.2], [0.3, 1.2, 2.8], [0.9, 0.2, -1.5], [-0.7, 0.9, -0.8], [-2.2, 0.1, 1.1], [-0.2, 0.0, 0.2], [-0.8, -0.9, -1.8], [0.9, 0.0, 3.6], [1.2, 0.1, -0.2], [0.0, 0.0, 0.2], [-0.1, -0.4, -0.1], [-0.3, -0.5, -0.2], [-0.1, 0.4, 0.0], [-0.3, 0.1, 0.0], [0.1, -0.1, 0.7], [-0.7, -2.0, -0.5], [0.1, 0.2, 0.1], [0.7, 3.4, -0.9], [-0.7, -0.3, 1.4], [0.5, -0.9, -0.3], [-0.6, -2.2, -0.2], [-0.2, 0.4, -0.7], [1.2, 1.6, 0.9], [-0.2, 0.1, -0.4], [-0.2, 0.0, 0.3], [-0.3, 0.3, -0.2], [0.0, -0.4, -0.2], [0.3, -0.3, -0.1], [-1.6, 0.0, 0.5], [0.7, 1.5, 1.7], [0.1, 0.4, -1.4], [0.8, 1.6, 0.6], [0.5, -1.5, 0.0], [1.4, -0.2, -0.4], [-2.9, -1.9, -1.5], [0.2, 1.5, 1.8], [2.3, -0.5, -0.2], [0.6, -0.5, -0.3], [-0.1, -0.1, -0.1], [-1.1, -0.1, -0.2], [-0.4, -0.2, -0.8], [-0.4, 0.1, 0.2], [-1.0, -2.1, 0.3], [-0.1, 2.3, 0.0], [1.8, 0.2, -0.3], [-0.2, -0.4, 0.9], [-0.4, -0.6, 0.3], [0.2, 1.3, -1.1], [-3.6, -3.2, -1.7], [0.7, 2.1, 1.4], [1.3, 1.0, 0.4], [-0.5, -0.5, 0.0], [0.3, -0.6, 0.0], [0.1, 0.0, -0.3], [0.0, -0.1, -0.1], [1.4, 0.6, 0.2], [1.1, -0.1, 0.0], [0.2, 0.1, -0.8], [0.8, -0.1, -1.5], [-1.4, 1.6, 0.5], [0.6, -1.1, 0.6], [0.5, 0.5, 1.7], [-0.3, -0.2, 0.6], [0.2, 0.4, 0.2], [-0.7, -0.3, -0.1], [0.2, 0.0, -0.2], [-0.1, 0.2, 0.0], [-0.2, -0.1, 0.5], [0.2, -0.5, 0.3], [-0.1, 0.0, -0.1], [-0.2, 0.3, -0.3], [0.3, 0.1, -0.6], [-0.5, -0.2, 0.1], [0.1, -0.3, 0.1], [0.1, -0.2, -0.7], [-0.6, 0.0, -0.4], [0.4, -1.2, 0.2], [-1.7, -0.9, 0.0], [1.9, 1.3, -0.4], [-0.4, 0.0, 0.6], [0.4, -0.9, -0.8], [0.1, 0.4, 0.0], [-0.8, 1.2, 1.7], [0.8, 0.1, -0.2], [-0.4, -0.5, -0.4], [-0.2, 0.6, -0.1], [-0.3, 0.1, -0.2], [-0.7, 0.5, -0.4], [0.4, 0.4, 0.0], [0.2, -0.7, 0.1], [0.4, -0.5, -0.1], [-1.7, 0.2, -0.9], [0.0, 1.2, -1.8], [0.6, 1.5, 0.1], [2.8, -3.7, -2.7], [-2.4, -0.5, 2.0], [-0.3, 1.6, 1.0], [-0.3, -0.3, 0.9], [-0.1, -0.1, -0.2], [0.7, 0.0, 0.9], [0.3, 0.5, 0.6], [0.0, -0.2, -0.2], [0.0, 0.4, -0.4], [-0.4, -0.7, 0.6], [0.6, -0.2, -0.1], [-0.2, 0.5, 0.1], [-0.5, -0.1, -0.6], [-0.5, 0.3, -1.2], [0.2, 1.3, 0.7], [1.8, 0.6, -0.4], [0.4, 1.0, 1.2], [-0.7, -2.8, -0.6], [-0.3, 2.0, 0.7], [-0.2, -0.6, -0.2], [0.5, -0.3, 0.0], [0.3, -1.3, 0.4], [-0.5, 0.4, 0.3], [-0.1, -0.4, 0.2], [-0.3, 0.2, -0.3], [0.0, -0.6, -0.6], [-0.2, 0.4, 0.1], [-1.2, -0.3, 1.1], [1.0, 0.2, 1.2], [0.9, 0.2, -1.4], [-3.1, 0.9, 1.4], [0.1, 0.5, -2.2], [0.1, -0.2, 0.4], [0.8, 0.7, 0.1], [0.1, -0.2, -0.6], [0.4, 0.2, 0.4], [-0.2, -0.3, 0.3], [0.4, -0.2, -0.2], [-1.1, -1.0, 0.6], [0.6, -0.4, -1.0], [0.2, 0.2, 0.2], [1.1, -0.3, -0.3]],
  "energy_ev": -154586.5424,
  "total_charge": 0,
  "multiplicity": 1,
  "e_homo_ev": -9.73,
  "lumo_energy_ev": -0.716,
  "largest_force_ev_per_a": 5.36
}


[2]
{
  "formula": "C5H9NO",
  "method": "ωB97M-V with the def2-TZVPD basis set",
  "elements": ["C", "C", "C", "C", "C", "H", "H", "H", "H", "H", "H", "H", "H", "H", "N", "O"],
  "xyz": [[-0.6007, 1.2984, 0.1861], [-1.0403, -1.1579, 0.2193], [0.5375, -1.0502, -0.0972], [1.2005, -0.1958, 0.9570], [0.9059, 0.9231, -0.1636], [-0.8232, 2.0763, -0.5567], [-0.5706, 1.9020, 1.1031], [-1.9577, 0.2487, -0.9970], [-1.3710, -1.8435, 1.0578], [-1.5125, -1.6906, -0.9202], [0.9480, -2.0223, -0.4145], [0.5017, 0.1412, 1.8368], [2.3148, -0.4641, 1.2177], [1.7890, 1.5251, -0.4294], [-1.6381, 0.3158, 0.0852], [0.7664, -0.1236, -1.1379]],
  "atomic_forces_ev_per_a": [[1.8, 3.7, -1.4], [-0.7, -0.3, -4.8], [-1.9, -1.8, 0.5], [0.6, 1.7, 1.2], [-0.3, -2.6, 1.6], [-0.3, 0.0, 0.0], [-0.3, -0.6, 0.3], [1.1, 0.7, 3.6], [0.5, 1.4, -0.7], [1.3, 1.1, 3.7], [-0.1, 0.2, 0.6], [1.9, -1.4, -1.0], [-2.3, 0.7, -0.4], [-1.2, 0.8, 0.2], [0.1, -3.4, -2.7], [-0.1, -0.1, -0.9]],
  "energy_ev": -8864.5455,
  "total_charge": 0,
  "multiplicity": 1,
  "e_homo_ev": -8.90,
  "lumo_energy_ev": 0.927,
  "relative_energy_ev": 4.6671,
  "largest_force_ev_per_a": 4.89
}


[3]
{
  "formula": "C27H28CaCl3N6O10S2",
  "method": "ωB97M-V with the def2-TZVPD basis set",
  "elements": ["Ca", "O", "C", "O", "C", "O", "O", "S", "N", "C", "C", "C", "C", "C", "N", "C", "C", "N", "C", "C", "C", "C", "C", "N", "H", "H", "H", "H", "H", "H", "C", "S", "C", "O", "H", "H", "H", "H", "H", "H", "Cl", "C", "Cl", "H", "H", "O", "Cl", "O", "O", "O", "C", "C", "N", "C", "C", "C", "O", "C", "C", "C", "C", "N", "C", "H", "H", "H", "H", "H", "H", "H", "H", "H", "H", "H", "H", "H", "H"],
  "xyz": [[-1.5135, 0.5960, 0.5894], [-2.9786, -2.6626, 1.8180], [-2.0712, -1.8399, 1.8833], [-2.1293, -0.6017, 2.2519], [-0.6483, -2.2280, 1.4028], [-0.0305, -3.1088, 1.9944], [-0.2332, -1.5194, 0.3942], [0.6626, 4.9026, -5.8092], [1.4916, 3.8357, -4.9288], [0.6510, 3.3455, -4.0360], [0.9694, 2.3396, -3.0219], [2.2526, 1.8203, -2.8573], [2.4671, 0.8814, -1.8790], [1.3868, 0.4645, -1.1028], [0.1615, 0.9518, -1.2540], [-0.0491, 1.8975, -2.1867], [-1.4299, 2.4803, -2.2865], [-2.3545, 2.0402, -1.4191], [-3.5656, 2.5725, -1.4547], [-3.9359, 3.5647, -2.3587], [-2.9990, 4.0138, -3.2557], [-1.7193, 3.4613, -3.2281], [-0.6575, 3.8899, -4.1367], [-0.7811, 4.7810, -5.1037], [3.0503, 2.1688, -3.5014], [3.4466, 0.4554, -1.7071], [1.4805, -0.3080, -0.3446], [-4.2731, 2.1939, -0.7249], [-4.9358, 3.9750, -2.3264], [-3.2230, 4.7916, -3.9751], [-2.3223, -3.1895, -1.4582], [-1.8416, -1.5027, -1.7343], [-2.6594, -1.2799, -3.3008], [-2.7199, -0.6932, -0.7808], [-1.6161, -3.8432, -1.9720], [-3.3412, -3.3347, -1.8190], [-2.2869, -3.3495, -0.3780], [-2.2191, -1.9549, -4.0379], [-2.4989, -0.2450, -3.6050], [-3.7262, -1.4726, -3.1760], [-5.0234, 0.2094, 1.3828], [-6.5124, -0.1101, 0.5871], [-7.1875, 1.3050, -0.3038], [-7.2467, -0.4059, 1.3258], [-6.3453, -0.8951, -0.1406], [-1.2999, 3.8958, 2.7178], [-1.6731, 3.3611, 1.4417], [-0.5041, 2.6891, 0.8155], [-2.1669, 4.3926, 0.5672], [-2.6901, 2.2950, 1.6066], [3.6398, -4.8133, 3.0749], [4.6336, -3.7563, 2.6157], [4.0028, -2.4590, 2.3857], [3.8469, -2.0245, 1.0007], [2.8409, -2.8477, 0.2175], [3.7130, -1.7018, 3.4735], [4.0286, -2.0424, 4.6059], [2.9895, -0.4072, 3.2452], [3.5889, 0.7943, 3.5829], [2.8770, 1.9639, 3.3916], [1.5920, 1.8847, 2.8729], [0.9949, 0.7320, 2.5632], [1.6880, -0.3948, 2.7622], [4.1382, -5.7783, 3.1961], [2.8254, -4.9241, 2.3579], [3.2092, -4.5251, 4.0331], [5.1058, -4.0521, 1.6765], [5.4133, -3.6308, 3.3666], [4.8324, -2.0875, 0.5258], [3.5650, -0.9723, 1.0044], [3.1736, -3.8853, 0.1253], [2.7372, -2.4429, -0.7938], [1.8566, -2.8423, 0.6906], [4.5950, 0.8050, 3.9863], [3.3027, 2.9282, 3.6374], [1.0087, 2.7805, 2.7077], [1.1904, -1.3280, 2.5205]],
  "atomic_forces_ev_per_a": [[1.0, -0.5, -0.1], [-0.1, 0.0, 0.1], [0.3, 0.4, 0.1], [-0.6, -1.2, 0.5], [-0.4, 0.3, -0.3], [0.4, -0.1, -0.2], [-0.1, -0.3, 0.7], [0.1, 0.1, -0.2], [0.1, -0.1, 0.1], [0.1, -0.3, 0.3], [0.1, 0.4, -0.5], [0.1, 0.0, -0.1], [0.1, -0.1, 0.0], [-0.3, -0.1, 0.0], [0.3, 0.3, -0.4], [-0.7, -0.1, 0.3], [0.4, -0.4, 0.3], [0.2, 0.3, -0.2], [0.1, -0.3, 0.1], [-0.1, 0.0, 0.0], [0.0, 0.1, -0.1], [0.2, 0.3, -0.4], [-0.3, -0.1, 0.3], [-0.1, 0.0, 0.1], [0.0, 0.0, 0.0], [0.0, 0.0, 0.0], [0.0, 0.0, 0.0], [0.0, 0.0, 0.0], [0.0, 0.0, 0.0], [0.0, 0.0, 0.0], [0.0, -0.3, 0.1], [-0.4, 0.5, 0.6], [-0.2, 0.0, -0.3], [0.1, -0.9, -1.2], [0.0, 0.0, 0.0], [0.0, 0.0, 0.1], [0.0, 0.0, 0.0], [0.0, 0.0, 0.0], [0.0, 0.0, 0.0], [0.0, 0.0, -0.1], [0.6, 0.2, 0.4], [-0.4, -0.2, -0.3], [0.1, -0.1, 0.1], [-0.1, 0.0, -0.1], [-0.1, 0.0, -0.1], [-0.1, -0.2, -0.5], [0.0, -0.1, 0.1], [-0.7, 1.1, 0.4], [0.2, -0.4, 0.3], [0.4, 1.4, 0.1], [0.0, 0.0, 0.0], [-0.1, 0.0, 0.0], [0.0, 0.0, -0.1], [0.0, 0.0, 0.1], [-0.1, -0.1, -0.1], [0.0, 0.0, 0.0], [0.1, 0.0, 0.0], [0.0, -0.1, 0.1], [0.1, 0.0, 0.0], [0.0, 0.0, 0.0], [-0.1, -0.1, 0.0], [0.2, 0.0, -0.1], [-0.2, 0.2, -0.1], [0.0, 0.0, 0.0], [0.0, 0.0, 0.0], [0.0, 0.0, 0.0], [0.0, 0.0, 0.0], [0.0, 0.0, 0.0], [0.1, 0.0, 0.0], [0.0, 0.0, 0.0], [0.0, 0.0, 0.0], [0.0, 0.0, 0.0], [0.1, 0.0, 0.0], [0.0, 0.0, 0.0], [0.0, 0.0, 0.0], [0.0, 0.0, 0.0], [0.0, 0.0, 0.0]],
  "energy_ev": -135546.8538,
  "total_charge": -1,
  "multiplicity": 1,
  "e_homo_ev": -4.86,
  "lumo_energy_ev": 1.200,
  "relative_energy_ev": 0.8669,
  "largest_force_ev_per_a": 1.52
}